# 1
The following is a quantum chemistry calculation of a molecular structure, C8H19O4P2Pt, from the Open Molecules 2025 dataset.

```
34
Properties=species:S:1:pos:R:3:nbo_charge:R:1
C 3.70448 0.92751 -0.11542 -0.6379
C 2.45172 0.40137 0.74458 -0.7094
P 1.84943 -1.32828 0.26039 0.7887
C 1.76234 -1.26862 -1.66280 -0.9495
C 0.11028 -1.69141 0.97815 -0.1982
C -0.92449 -2.45360 -0.04383 -0.2111
O -1.76929 -1.33727 -0.55703 -0.7487
P -2.27984 -0.63581 0.97394 1.0757
C -2.26232 1.19001 0.44012 -0.6565
C -1.53673 1.48499 -0.96017 -0.0953
O -1.25153 2.92743 -1.01473 -0.5334
C -0.09115 3.22862 -0.23453 0.6254
O 1.00540 3.53263 -0.74538 -0.5041
O -0.63793 -0.55425 1.56838 -0.7322
H 4.66974 1.03526 0.49821 0.2394
H 3.52449 1.95997 -0.59835 0.2486
H 3.97818 0.23573 -0.99713 0.2129
H 2.74239 0.45123 1.84516 0.2595
H 1.57353 1.12018 0.54001 0.2248
H 2.39565 -2.13557 -2.03818 0.2613
H 0.66843 -1.35350 -2.01975 0.2237
H 2.13386 -0.25974 -2.06084 0.2644
H 0.34916 -2.34199 1.90199 0.2440
H -1.51047 -3.39796 0.39190 0.1953
H -0.23547 -2.97395 -0.80447 0.2853
H -3.64434 -0.75685 0.38904 0.0174
H -2.80827 -0.10603 2.22416 -0.0593
H -2.60397 -1.92436 1.57763 0.0079
H -1.81196 1.77520 1.32678 0.2739
H -3.33694 1.60427 0.33900 0.2578
H -0.59333 0.87641 -1.15389 0.1964
H -2.24877 1.26927 -1.84017 0.2263
H -0.13131 3.16446 0.91088 0.1402
Pt -3.24096 -2.66533 -0.06364 0.7668
```

The calculation puts the lowest unoccupied orbital energy at -7.4 eV. The calculation puts the HOMO energy at -11.64 eV. The total charge is +1. The value obtained for the frontier orbital gap is 4.24 eV.

***

# 2
The following is a quantum chemistry calculation of 2 unconnected molecules or ions with the total composition C8H19OP2, from the Open Molecules 2025 dataset.

```
30
Properties=species:S:1:pos:R:3:nbo_charge:R:1
C 2.25572 2.32991 -2.49127 -0.2508
C 1.23216 1.77476 -2.10238 -0.0333
C 0.01228 1.00337 -1.45852 -0.4753
C -0.73024 0.06575 -2.50208 -0.3996
C -1.80070 -0.93760 -1.84519 -0.6900
P -2.10351 -0.67330 -0.00243 0.1268
P -0.56514 -1.56637 1.24526 0.4967
C 0.23223 -0.11954 2.17656 -0.9289
C 0.83895 -2.34139 0.24937 -0.7062
C 2.27181 -1.62850 0.47085 -0.6191
H 3.23457 2.88324 -2.44129 0.2644
H 0.45005 0.33936 -0.65787 0.2251
H -0.69044 1.75285 -0.99441 0.2274
H 0.04728 -0.59696 -3.00695 0.2296
H -1.26219 0.68972 -3.28360 0.2309
H -1.52346 -2.03181 -2.00276 0.2368
H -2.80224 -0.78113 -2.37158 0.2575
H -3.30549 -1.40364 0.32365 0.0407
H 1.00790 -0.51565 2.89203 0.2601
H 0.70451 0.65699 1.49547 0.2131
H -0.56173 0.43606 2.78053 0.1747
H 0.99757 -3.41535 0.60005 0.2519
H 0.63620 -2.38779 -0.86390 0.2351
H 3.06083 -2.24458 -0.07447 0.2384
H 2.53065 -1.54753 1.57735 0.2088
H 2.31217 -0.58945 0.02976 0.2080
O -1.64674 2.58634 3.21596 -0.7699
H -1.96519 2.16545 2.37697 0.5847
H -2.15266 3.40416 3.42340 0.5788
H -0.67783 2.75913 3.18449 0.5838
```

The calculation puts the lowest unoccupied orbital energy at -5.0 eV. The calculation puts the HOMO energy at -10.77 eV. The total charge is +1. The value obtained for the frontier orbital gap is 5.79 eV.

***

# 3
The following is a quantum chemistry calculation of C8H20BN in the gas phase, from the Open Molecules 2025 dataset.

```
30
Properties=species:S:1:pos:R:3:nbo_charge:R:1
C -0.08751 3.06257 0.20683 -0.6105
C 0.29691 1.91322 1.09783 -0.2061
N -0.46114 0.72386 1.23278 -0.6444
B -0.00511 -0.58800 0.96708 0.6417
C 1.31364 -0.94255 0.13811 -0.7333
C 1.02600 -1.94218 -1.07153 -0.1973
C 0.35706 -1.27533 -2.23845 -0.6204
C 2.32670 -2.65402 -1.45825 -0.6305
C -1.86940 0.99778 1.87795 -0.2035
C -2.93061 0.53478 0.88163 -0.6169
H -1.08206 3.26988 0.17580 0.2020
H 0.55495 3.94079 0.52008 0.2133
H 0.29349 2.85404 -0.86372 0.1995
H 1.28746 1.49174 0.75595 0.2060
H 0.44688 2.45736 2.06021 0.1733
H -0.64120 -1.44973 1.33162 -0.0886
H 2.06486 -1.30235 0.77184 0.2324
H 1.78667 -0.08899 -0.32699 0.1989
H 0.30002 -2.66081 -0.49556 0.1995
H 0.96233 -0.63204 -2.98120 0.2090
H -0.33602 -0.60424 -1.71671 0.2130
H -0.18182 -1.99645 -2.84629 0.2150
H 3.07335 -3.19566 -0.78223 0.2201
H 2.83663 -1.99374 -2.12508 0.2012
H 2.15189 -3.59620 -2.04398 0.2056
H -2.02929 2.02365 2.10404 0.1890
H -2.02124 0.53925 2.82463 0.1960
H -2.49990 -0.36211 0.44741 0.2193
H -3.86749 0.14388 1.34921 0.2107
H -3.06603 1.33161 0.20699 0.2058
```

The calculation puts the lowest unoccupied orbital energy at 0.9 eV. The calculation puts the HOMO energy at -9.30 eV. Its SMILES is CCN(BCC(C)C)CC. The value obtained for the frontier orbital gap is 10.16 eV. For the energy above the lowest of the compared OMol25 structures with the same formula, charge and spin, the calculation gives 194.3 kJ/mol.

***

# 4
The following is a quantum chemistry calculation of a molecular structure, C8H20Br4MnN3O7, from the Open Molecules 2025 dataset.

```
43
Properties=species:S:1:pos:R:3:mulliken_spin:R:1
Mn -14.79209 5.72437 18.90653 6.1130
C -12.43819 5.89547 16.50623 -0.0100
O -13.69619 5.84098 17.13043 -0.1283
H -12.60065 5.92852 15.42891 0.0112
H -11.89712 6.79498 16.79988 0.0038
H -11.86472 4.99288 16.71732 0.0035
Br -10.31613 1.46579 20.59777 -0.0001
C -9.68358 1.11914 18.74367 -0.0001
C -9.40146 2.45001 18.07837 -0.0025
Br -8.53924 2.28523 16.28520 0.0000
H -10.49054 0.66075 18.17201 0.0001
H -8.84157 0.43863 18.61712 0.0000
H -8.76689 2.95447 18.80703 -0.0001
H -10.34020 2.99015 17.95543 0.0027
Br -12.18329 4.15988 10.79330 0.0000
C -11.31755 2.78463 12.00291 0.0001
C -11.89514 2.87994 13.39521 -0.0004
Br -13.75238 2.29024 13.22517 -0.0002
H -10.24157 2.95880 12.00925 0.0000
H -11.51547 1.81974 11.53610 0.0000
H -11.86153 3.88911 13.80577 0.0003
H -11.28043 2.29332 14.07793 0.0000
C -15.44243 6.38388 14.35548 -0.0046
N -14.58082 7.12387 13.33176 0.0001
O -14.17172 8.27426 13.59183 0.0001
O -14.38529 6.52065 12.23243 -0.0001
H -15.45605 7.10066 15.17654 0.0080
H -15.04229 5.40758 14.62903 -0.0008
H -16.46287 6.31564 13.97844 -0.0008
C -13.23150 9.57944 16.27890 -0.0008
N -13.56991 10.73584 15.40811 -0.0005
O -12.87948 11.01354 14.40496 0.0001
O -14.64062 11.23252 15.73821 0.0000
H -12.21455 9.23157 16.09756 0.0003
H -14.06779 8.90631 16.09016 0.0037
H -13.19601 9.83539 17.33783 0.0010
C -9.79610 6.59273 19.62373 -0.0061
N -8.70902 6.69300 18.54050 0.0001
O -7.91304 7.60959 18.69637 -0.0001
O -8.65470 5.75447 17.72344 0.0002
H -10.36891 7.50751 19.77595 0.0010
H -9.31186 6.35241 20.57023 -0.0006
H -10.50062 5.84410 19.26136 0.0069
```

The calculation puts the lowest unoccupied orbital energy (alpha / beta) at -0.6 / -1.2 eV. The calculation puts the HOMO energy (alpha / beta) at -8.46 / -9.79 eV. The spin multiplicity is 7. The value obtained for the frontier orbital gap (alpha / beta) is 7.86 / 8.59 eV.

***

# 5
The following is a quantum chemistry calculation of 2 unconnected molecules or ions with the total composition C8H20ClNO, from the Open Molecules 2025 dataset.

```
31
Properties=species:S:1:pos:R:3:nbo_charge:R:1
C 2.69299 -0.86231 -1.25732 -0.6309
C 1.83000 -0.26083 -0.20725 -0.2394
N 0.32544 -0.34914 -0.32698 -0.2182
C -0.14841 0.25267 -1.65740 -0.4309
C -0.12155 -1.79124 -0.45439 -0.2374
C -0.04704 -2.67735 0.79632 -0.6193
C -0.32811 0.37956 0.72774 -0.2043
C -0.16040 1.99695 0.72851 -0.0322
O -0.86139 2.35719 2.01285 -0.5258
C -2.27645 2.55456 1.75309 -0.2797
H 2.81584 -0.44169 -2.18867 0.2254
H 2.38525 -1.89386 -1.35691 0.2034
H 3.78914 -0.79624 -0.99168 0.2427
H 2.32940 0.68411 -0.32454 0.2441
H 2.11241 -0.83367 0.70058 0.2278
H 0.13403 -0.11169 -2.43969 0.1722
H 0.24007 1.41941 -1.61581 0.1916
H -1.31900 0.49246 -2.00379 0.3489
H 0.37355 -2.23539 -1.30325 0.2212
H -1.25176 -1.68716 -0.61230 0.2787
H 0.99586 -3.17980 0.88699 0.1979
H -0.74184 -3.39344 0.70818 0.2334
H -0.07203 -2.14590 1.76112 0.2296
H 0.01824 -0.08394 1.72917 0.2104
H -1.21770 0.18827 0.52164 0.2203
H -0.46169 2.22917 -0.15502 0.1759
H 0.74036 2.19189 0.62519 0.1580
H -2.89634 2.77096 2.65269 0.2008
H -2.71819 1.71597 1.37991 0.2054
H -2.41509 3.15537 0.84530 0.1842
Cl -3.74560 0.35509 -0.93426 -0.9538
```

The calculation puts the lowest unoccupied orbital energy at 0.0 eV. The calculation puts the HOMO energy at -7.36 eV. The value obtained for the frontier orbital gap is 7.39 eV. For the energy above the lowest of the compared OMol25 structures with the same formula, charge and spin, the calculation gives 524.4 kJ/mol.

***

# 6
The following is a quantum chemistry calculation of a molecular structure, C8H20F4LiN2O12S4, from the Open Molecules 2025 dataset.

```
51
Properties=species:S:1:pos:R:3:nbo_charge:R:1
Li -0.41793 -0.71337 -0.25500 0.8591
N -2.58809 -3.52677 0.78918 -1.1316
S -1.80679 -4.82649 1.31886 2.4714
O -2.46923 -5.49057 2.39106 -0.9336
O -0.38148 -4.72874 1.35489 -0.9398
F -2.04567 -5.77188 0.06811 -0.4958
S -2.06148 -2.39450 1.81332 2.4884
O -0.88498 -1.71357 1.33362 -1.0111
O -2.13636 -2.63220 3.20918 -0.9094
F -3.22438 -1.35933 1.52520 -0.5019
N -0.92971 -1.66837 -1.84784 -1.2152
S 0.12451 -2.94995 -2.18642 2.4626
O 1.19731 -2.76164 -3.10419 -0.9118
O -0.56640 -4.17426 -2.25397 -0.8859
F 0.86501 -2.87497 -0.79015 -0.4970
S -0.97726 -0.99507 -3.28979 2.4727
O -1.60727 -1.78734 -4.29703 -0.9202
O 0.16272 -0.22095 -3.67492 -0.9372
F -2.07937 0.12605 -2.96262 -0.5147
C 1.97984 0.39293 -1.09802 -0.2813
O 1.38126 -0.25528 0.01136 -0.5840
C 2.33263 -0.93480 0.81410 -0.0867
C 3.34462 -0.00668 1.47078 -0.0939
O 2.76224 1.25126 1.75622 -0.5421
C 3.67693 2.13259 2.35323 -0.2419
H 2.52616 1.29021 -0.78973 0.1707
H 1.22325 0.71848 -1.80974 0.2281
H 2.64214 -0.27833 -1.65451 0.1876
H 2.87174 -1.66883 0.20533 0.1890
H 1.73604 -1.51023 1.52081 0.2255
H 4.22728 0.12926 0.83095 0.1612
H 3.66737 -0.42489 2.43398 0.1775
H 4.10362 1.66566 3.25247 0.1617
H 3.15949 3.03776 2.66252 0.1906
H 4.48351 2.37745 1.65038 0.1623
C -0.84557 4.16998 -1.79018 -0.2450
O -1.26016 2.90937 -1.31897 -0.5456
C -2.35527 2.94561 -0.43713 -0.0869
C -2.63098 1.54291 0.06067 -0.0742
O -1.46762 0.91382 0.53610 -0.5729
C -0.59638 1.68005 1.36205 -0.2718
H 0.21203 4.31882 -1.53928 0.1751
H -1.36713 4.98895 -1.28485 0.1653
H -0.94352 4.22401 -2.87526 0.1862
H -3.24142 3.35419 -0.94416 0.1729
H -2.15340 3.60633 0.41851 0.1581
H -3.04799 0.93673 -0.74263 0.2135
H -3.39124 1.56312 0.85263 0.1735
H -1.18826 2.29077 2.05482 0.1696
H 0.20733 2.15038 0.80805 0.1985
H -0.22170 0.95232 2.08802 0.2105
```

The calculation puts the lowest unoccupied orbital energy at 2.1 eV. The calculation puts the HOMO energy at -6.70 eV. The total charge is -1. The value obtained for the frontier orbital gap is 8.75 eV. For the energy above the lowest of the compared OMol25 structures with the same formula, charge and spin, the calculation gives 0.0 kJ/mol.

***

Repeat the third record exactly.
The following is a quantum chemistry calculation of C8H20BN in the gas phase, from the Open Molecules 2025 dataset.

```
30
Properties=species:S:1:pos:R:3:nbo_charge:R:1
C -0.08751 3.06257 0.20683 -0.6105
C 0.29691 1.91322 1.09783 -0.2061
N -0.46114 0.72386 1.23278 -0.6444
B -0.00511 -0.58800 0.96708 0.6417
C 1.31364 -0.94255 0.13811 -0.7333
C 1.02600 -1.94218 -1.07153 -0.1973
C 0.35706 -1.27533 -2.23845 -0.6204
C 2.32670 -2.65402 -1.45825 -0.6305
C -1.86940 0.99778 1.87795 -0.2035
C -2.93061 0.53478 0.88163 -0.6169
H -1.08206 3.26988 0.17580 0.2020
H 0.55495 3.94079 0.52008 0.2133
H 0.29349 2.85404 -0.86372 0.1995
H 1.28746 1.49174 0.75595 0.2060
H 0.44688 2.45736 2.06021 0.1733
H -0.64120 -1.44973 1.33162 -0.0886
H 2.06486 -1.30235 0.77184 0.2324
H 1.78667 -0.08899 -0.32699 0.1989
H 0.30002 -2.66081 -0.49556 0.1995
H 0.96233 -0.63204 -2.98120 0.2090
H -0.33602 -0.60424 -1.71671 0.2130
H -0.18182 -1.99645 -2.84629 0.2150
H 3.07335 -3.19566 -0.78223 0.2201
H 2.83663 -1.99374 -2.12508 0.2012
H 2.15189 -3.59620 -2.04398 0.2056
H -2.02929 2.02365 2.10404 0.1890
H -2.02124 0.53925 2.82463 0.1960
H -2.49990 -0.36211 0.44741 0.2193
H -3.86749 0.14388 1.34921 0.2107
H -3.06603 1.33161 0.20699 0.2058
```

The calculation puts the lowest unoccupied orbital energy at 0.9 eV. The calculation puts the HOMO energy at -9.30 eV. Its SMILES is CCN(BCC(C)C)CC. The value obtained for the frontier orbital gap is 10.16 eV. For the energy above the lowest of the compared OMol25 structures with the same formula, charge and spin, the calculation gives 194.3 kJ/mol.